[1]
The following is a quantum chemistry calculation of a structure of composition C16H17BrErFNO3 at a distorted geometry, from OMol25.

ORCA input file:
```
! wB97M-V def2-TZVPD RIJCOSX def2/J DEFGRID3
* xyz 3 4
C 0.716 3.816 -0.333
C 0.362 2.628 -1.256
C 1.338 1.435 -1.104
F 2.126 1.518 0.006
C 0.587 0.116 -1.133
C 0.847 -0.886 -2.048
C 1.927 -0.748 -3.058
C 0.061 -2.093 -2.031
C 0.276 -3.175 -3.016
C -0.985 -2.314 -1.044
Br -1.985 -3.879 -1.004
C -1.209 -1.353 -0.149
C -0.411 -0.141 -0.202
C -0.943 0.673 0.971
O -1.024 1.815 1.202
N -1.501 -0.314 1.909
C -0.538 -1.182 2.601
C -0.028 -0.350 3.804
C -0.897 1.009 4.045
O 0.551 0.794 3.489
C -2.163 -1.273 1.002
O -3.220 -1.776 1.180
H 1.556 4.367 -0.746
H -0.136 4.493 -0.325
H 0.901 3.469 0.677
H 0.430 2.982 -2.284
H -0.682 2.361 -1.096
H 2.005 1.506 -1.955
H 2.332 0.250 -3.143
H 2.751 -1.410 -2.753
H 1.614 -1.087 -4.044
H 0.981 -2.902 -3.790
H -0.679 -3.332 -3.537
H 0.610 -4.110 -2.556
H 0.362 -1.401 2.026
H -0.971 -2.052 3.089
H 0.308 -0.879 4.685
H -0.972 0.681 5.126
H -0.577 2.022 4.355
Er -3.718 0.722 2.442
*
```

The calculation puts the LUMO energy (spin up / spin down) at -11.099 / -13.951 eV. Its electronic energy is -4587.91880 Eh.

***

[2]
The following is a quantum chemistry calculation of a structure of composition C10H20GaN4O6P, from OMol25.

ORCA input file:
```
! wB97M-V def2-TZVPD RIJCOSX def2/J DEFGRID3
* xyz 2 1
Ga 0.069 -0.175 0.712
N 2.900 -2.660 -1.311
C 1.849 -3.409 -0.528
P 0.303 -3.161 -1.506
O 0.813 -3.098 -2.913
O -0.544 -2.077 -0.925
C -0.723 -4.684 -1.443
N -1.778 -4.389 -2.486
H 2.974 -1.680 -1.013
H 2.583 -2.677 -2.299
H 3.821 -3.087 -1.237
H 1.781 -3.011 0.481
H 2.138 -4.457 -0.497
H -1.213 -4.836 -0.486
H -0.184 -5.576 -1.753
H -1.321 -4.264 -3.397
H -2.231 -3.497 -2.263
H -2.489 -5.116 -2.559
O 3.557 2.257 0.363
C 3.841 0.985 0.007
O 3.048 0.161 -0.343
H 4.923 0.840 0.038
C 3.145 4.883 -0.007
O 2.115 3.957 0.451
C 2.272 2.685 0.647
O 1.420 1.957 1.069
H 2.716 5.415 -0.848
H 4.049 4.366 -0.296
H 3.335 5.565 0.814
N -4.960 3.293 2.416
C -3.886 2.586 2.019
C -2.994 2.022 2.950
C -1.924 1.301 2.496
N -1.666 1.092 1.193
C -2.512 1.639 0.302
C -3.608 2.378 0.655
H -5.139 3.459 3.390
H -5.581 3.715 1.750
H -3.146 2.159 4.013
H -1.222 0.867 3.202
H -2.284 1.472 -0.745
H -4.248 2.800 -0.109
*
```

The calculation puts the LUMO energy at -4.916 eV. Its electronic energy is -3329.25056 Eh.

***

[3]
The following is a quantum chemistry calculation of a cluster of 2 separate species, C4H10 in total at a distorted geometry, from OMol25.

ORCA input file:
```
! wB97M-V def2-TZVPD RIJCOSX def2/J DEFGRID3
* xyz 1 2
C 1.747 2.397 0.369
H 2.764 2.648 0.629
H 1.503 1.498 0.953
H 1.007 3.154 0.611
H 1.593 2.060 -0.657
C -0.484 -2.235 0.263
C -1.218 -0.965 0.084
C -1.407 -0.313 -1.123
H 0.404 -1.964 0.859
H -0.218 -2.669 -0.695
H -1.106 -2.871 0.892
H -1.610 -0.555 1.013
H -2.037 0.564 -1.201
H -0.939 -0.749 -1.999
*
```

The calculation puts the LUMO energy (spin up / spin down) at -5.456 / -9.444 eV. Its electronic energy is -158.01242 Eh.

***

[4]
The following is a quantum chemistry calculation of an isolated molecule of C2H2OS at a distorted geometry, from OMol25.

ORCA input file:
```
! wB97M-V def2-TZVPD RIJCOSX def2/J DEFGRID3
* xyz 0 1
C -0.562 0.017 0.962
C 0.409 -0.503 0.401
O -0.285 1.039 -1.695
S 0.701 -0.017 -1.572
H -1.183 0.798 1.252
H 0.920 -1.334 0.652
*
```

The calculation puts the LUMO energy (spin up / spin down) at -1.664 / -1.743 eV. Its electronic energy is -550.63539 Eh.

***

[5]
The following is a quantum chemistry calculation of a cluster of 2 separate species, C4H12N3S in total at a distorted geometry, from OMol25.

ORCA input file:
```
! wB97M-V def2-TZVPD RIJCOSX def2/J DEFGRID3
* xyz -1 1
C 1.734 0.899 -1.271
C 2.523 0.206 -0.130
S 1.364 -0.467 1.119
N 0.991 2.108 -0.797
H 0.949 0.134 -1.583
H 2.394 1.176 -2.121
H 3.276 0.970 0.303
H 3.147 -0.654 -0.603
H 1.584 2.910 -0.600
H 0.582 1.776 0.073
C -1.755 -1.505 1.501
N -1.566 -1.002 0.159
C -2.571 -0.379 -0.501
N -2.379 0.506 -1.429
H -0.811 -1.968 1.793
H -1.822 -0.631 2.250
H -2.571 -2.210 1.565
H -0.605 -0.708 -0.030
H -3.584 -0.815 -0.295
H -3.265 0.879 -1.791
*
```

The calculation puts the LUMO energy at 3.813 eV. Its electronic energy is -722.06989 Eh.

***

[6]
The following is a quantum chemistry calculation of a structure of composition C8H16NaO4Si at a distorted geometry, from OMol25.

ORCA input file:
```
! wB97M-V def2-TZVPD RIJCOSX def2/J DEFGRID3
* xyz 1 1
C 1.897 -0.886 1.646
Si 2.031 0.015 0.016
C 2.399 1.847 0.407
C 3.468 -0.644 -0.972
O 0.700 -0.105 -0.927
C -0.598 0.391 -0.614
C -1.345 -0.507 0.372
C -2.811 -0.671 0.059
C -3.673 0.555 -0.200
O -4.736 -0.011 -0.981
C -4.315 -1.196 -1.495
O -4.970 -1.922 -2.150
O -3.008 -1.400 -1.162
H 1.408 -1.849 1.495
H 1.309 -0.346 2.391
H 2.884 -1.091 2.069
H 3.068 1.846 1.272
H 2.937 2.281 -0.440
H 1.534 2.465 0.638
H 4.028 0.163 -1.452
H 4.158 -1.199 -0.331
H 3.123 -1.312 -1.761
H -1.142 0.433 -1.557
H -0.530 1.418 -0.240
H -0.886 -1.497 0.359
H -1.273 -0.134 1.398
H -3.297 -1.236 0.862
H -4.076 0.990 0.710
H -3.187 1.321 -0.809
Na 4.746 2.121 1.842
*
```

The calculation puts the LUMO energy at -5.129 eV. Its electronic energy is -1067.02619 Eh.

***

[7]
The following is a quantum chemistry calculation of a cluster of 2 separate species, CH2Cl4Si in total at a distorted geometry, from OMol25.

ORCA input file:
```
! wB97M-V def2-TZVPD RIJCOSX def2/J DEFGRID3
* xyz 0 1
C 0.660 0.473 -0.796
Si -0.399 -0.680 0.295
Cl 1.133 -0.442 -2.275
Cl -2.236 -1.345 -0.053
Cl -1.722 1.438 2.787
Cl 1.014 -1.596 1.346
H 1.447 0.876 -0.267
H 0.103 1.277 -1.038
*
```

The calculation puts the LUMO energy at -2.118 eV. Its electronic energy is -2169.57683 Eh.

***

[8]
The following is a quantum chemistry calculation of a structure of composition C11H21F2NO15S2Zn at a distorted geometry, from OMol25.

ORCA input file:
```
! wB97M-V def2-TZVPD RIJCOSX def2/J DEFGRID3
* xyz 0 1
Zn -0.292 -0.422 -0.342
N -1.285 -0.637 1.254
S -1.284 -0.159 2.688
O -0.036 -0.536 3.365
O -2.480 0.107 3.483
F -0.819 1.358 2.246
S -2.586 -1.710 1.612
O -3.898 -1.170 1.280
O -2.436 -2.769 2.593
F -2.237 -2.483 0.254
C 0.943 -1.260 -4.091
C 0.398 -0.837 -2.772
O -0.726 -1.205 -2.286
O 1.046 -0.050 -2.030
H 1.981 -1.561 -3.954
H 1.003 -0.376 -4.726
H 0.489 -2.102 -4.613
C 0.022 2.740 -2.796
O -1.290 3.110 -2.256
C -1.915 2.288 -1.331
O -1.410 1.282 -0.805
O -3.101 2.813 -0.977
C -3.998 2.004 -0.236
H 0.493 3.462 -3.463
H -0.258 1.953 -3.496
H 0.828 2.445 -2.125
H -3.981 2.303 0.813
H -3.834 0.928 -0.192
H -4.982 2.141 -0.684
C 1.379 -4.025 -2.028
O 1.430 -4.284 -0.615
C 1.083 -3.351 0.234
O 0.751 -2.135 0.024
O 1.345 -3.890 1.481
C 0.672 -3.499 2.714
H 2.084 -3.218 -2.228
H 0.385 -3.717 -2.351
H 1.676 -4.790 -2.746
H 0.081 -4.304 3.152
H 0.056 -2.627 2.498
H 1.468 -3.301 3.432
C 2.920 1.375 2.839
O 2.383 2.247 1.857
C 1.538 1.855 0.859
O 1.291 0.694 0.531
O 0.883 3.008 0.392
C 1.206 4.354 0.930
H 3.970 1.666 2.825
H 2.872 0.370 2.421
H 2.558 1.597 3.843
H 0.685 4.428 1.884
H 0.726 5.196 0.431
H 2.202 4.698 1.208
*
```

The calculation puts the LUMO energy at -0.095 eV. Its electronic energy is -4390.47325 Eh.

***

[9]
The following is a quantum chemistry calculation of an isolated molecule of C4H9N3S at a distorted geometry, from OMol25.

ORCA input file:
```
! wB97M-V def2-TZVPD RIJCOSX def2/J DEFGRID3
* xyz 0 1
C -0.584 0.701 -0.732
C -1.086 -0.650 -1.150
C -2.296 -1.096 -0.879
C 1.769 0.492 0.025
H -0.631 0.893 1.951
H -0.587 -0.693 1.461
H -0.138 1.154 -1.585
H -1.419 1.296 -0.268
H -0.364 -1.274 -1.685
H -3.030 -0.461 -0.352
H -2.632 -2.076 -1.199
H 3.513 0.102 0.961
H 2.117 -0.047 1.962
N 0.010 0.166 1.565
N 0.429 0.585 0.304
N 2.519 0.177 1.109
S 2.411 0.731 -1.486
*
```

The calculation puts the LUMO energy at 0.795 eV. Its electronic energy is -720.23202 Eh. As for the SMILES: C=CCN(N)C(N)=S.

***

[10]
The following is a quantum chemistry calculation of a structure of composition C16H14N4O7PtS3 at a distorted geometry, from OMol25.

ORCA input file:
```
! wB97M-V def2-TZVPD RIJCOSX def2/J DEFGRID3
* xyz 0 1
Pt 0.545 1.211 0.219
C 5.127 2.929 -0.156
O 3.941 3.679 0.202
C 2.799 3.074 -0.070
O 2.700 1.985 -0.612
N 1.736 3.844 0.315
N 0.444 3.268 0.256
H 5.938 3.417 0.372
H 5.274 2.988 -1.232
H 5.018 1.893 0.151
H 1.863 4.632 0.927
H -0.036 3.568 -0.601
H -0.152 3.603 1.021
O -2.237 3.371 -1.420
S -3.120 3.055 -0.323
O -4.253 3.891 -0.080
N -2.145 2.942 1.008
C -1.860 1.702 1.250
S -0.502 1.249 2.242
C -2.765 0.710 0.603
C -2.909 -0.640 0.851
C -3.875 -1.331 0.131
C -4.656 -0.688 -0.822
C -4.509 0.674 -1.073
C -3.562 1.344 -0.333
H -2.286 -1.134 1.586
H -4.017 -2.389 0.304
H -5.396 -1.252 -1.373
H -5.124 1.184 -1.801
O -1.035 -1.261 -1.294
C 0.016 -1.572 -0.792
N 1.016 -0.640 -0.462
S 2.380 -1.379 0.112
O 2.650 -0.923 1.450
O 3.435 -1.332 -0.856
C 1.688 -2.996 0.123
C 2.278 -4.168 0.558
C 1.537 -5.332 0.411
C 0.266 -5.312 -0.165
C -0.301 -4.125 -0.602
C 0.434 -2.961 -0.442
H 3.266 -4.175 0.995
H 1.951 -6.274 0.745
H -0.279 -6.241 -0.270
H -1.284 -4.090 -1.052
*
```

The calculation puts the LUMO energy at -1.138 eV. Its electronic energy is -2677.67658 Eh.

***

[11]
The following is a quantum chemistry calculation of an isolated molecule of C6H15B at a distorted geometry, from OMol25.

ORCA input file:
```
! wB97M-V def2-TZVPD RIJCOSX def2/J DEFGRID3
* xyz 0 1
B -0.056 -1.005 0.082
C 1.824 0.445 -1.029
C 2.261 -0.813 1.092
C -1.727 0.821 -1.233
C -2.469 0.279 1.144
C 1.386 -0.782 -0.230
C -1.331 0.454 0.179
H -0.221 -2.181 0.467
H 1.173 0.501 -1.844
H 2.809 0.219 -1.389
H 1.905 1.362 -0.470
H 3.177 -0.192 0.783
H 1.779 -0.245 1.909
H 2.470 -1.828 1.346
H -0.787 0.970 -1.846
H -2.423 1.735 -1.178
H -2.499 0.027 -1.772
H -2.041 0.280 2.237
H -3.247 1.002 1.038
H -3.091 -0.635 0.952
H 1.706 -1.683 -0.830
H -0.598 1.267 0.590
*
```

The calculation puts the LUMO energy at 0.597 eV. Its electronic energy is -262.35500 Eh. As for the SMILES: CC(C)BC(C)C.

***

[12]
The following is a quantum chemistry calculation of a cluster of 6 separate species, C20H40O8 in total at a distorted geometry, from OMol25.

ORCA input file:
```
! wB97M-V def2-TZVPD RIJCOSX def2/J DEFGRID3
* xyz 0 1
O 1.063 4.605 0.331
C 1.637 4.340 1.331
O 1.553 3.088 1.818
C 0.885 2.012 1.229
C 1.384 0.668 1.720
C 2.275 5.276 2.201
H 0.809 2.106 0.176
H -0.417 2.247 1.424
H 2.386 0.225 1.355
H 0.537 -0.019 1.699
H 1.171 0.738 2.718
H 2.586 4.935 3.188
H 1.751 6.355 2.214
H 3.187 5.559 1.793
O 3.684 -3.086 0.510
C 2.872 -2.292 -0.005
O 1.534 -2.230 0.246
C 0.894 -3.010 1.199
C -0.685 -3.001 1.016
C 3.222 -1.211 -0.968
H 1.297 -2.633 2.409
H 1.424 -4.206 1.130
H -1.317 -3.341 1.891
H -0.915 -3.373 0.116
H -1.063 -1.890 0.848
H 4.096 -0.424 -0.804
H 2.350 -0.581 -1.081
H 3.349 -1.359 -1.935
C 3.880 -6.316 -2.356
C 3.176 -4.942 -2.465
O 3.971 -3.879 -2.875
C 1.709 -4.781 -2.214
H 5.092 -6.239 -2.373
H 3.604 -6.833 -3.142
H 3.870 -6.597 -1.423
H 1.256 -3.844 -2.168
H 1.391 -5.392 -1.121
H 1.218 -5.323 -2.938
C -0.738 -1.443 -2.476
C -0.826 0.117 -2.360
O 0.051 0.863 -1.610
C -1.882 0.836 -3.217
H -0.363 -1.732 -3.337
H -1.638 -1.742 -2.082
H 0.223 -1.901 -1.896
H -1.299 1.351 -3.864
H -2.571 1.499 -2.563
H -2.389 0.252 -4.034
C -4.844 -0.924 1.651
C -3.612 -0.431 0.958
O -3.274 -0.722 -0.364
C -2.570 0.373 1.727
H -4.647 -1.641 2.362
H -5.439 -1.441 0.870
H -5.492 -0.065 2.186
H -3.191 1.308 1.972
H -1.712 0.661 1.259
H -2.217 -0.200 2.771
C -2.135 4.309 -0.357
C -2.856 5.145 0.709
O -4.087 5.502 0.602
C -1.980 5.530 1.894
H -1.592 3.503 -0.129
H -1.405 4.910 -0.846
H -2.867 3.784 -1.081
H -2.726 5.956 2.727
H -1.272 6.255 1.502
H -1.368 4.734 2.334
*
```

The calculation puts the LUMO energy at 0.093 eV. Its electronic energy is -1387.54324 Eh. As for the SMILES: CCOC(C)=O.CCOC(C)=O.CC(C)=O.CC(C)=O.CC(C)=O.CC(C)=O.

***

[13]
The following is a quantum chemistry calculation of an isolated molecule of C2HBrF2S at a distorted geometry, from OMol25.

ORCA input file:
```
! wB97M-V def2-TZVPD RIJCOSX def2/J DEFGRID3
* xyz 0 1
C -0.758 0.114 -0.020
C 0.728 -0.262 -0.106
F -1.772 -0.387 -0.687
F 1.206 -1.125 -0.958
S -0.184 -0.808 1.423
Br 1.901 1.299 0.222
H -1.121 1.169 0.126
*
```

The calculation puts the LUMO energy at 0.166 eV. Its electronic energy is -3248.68300 Eh. As for the SMILES: F[C@H]1S[C@]1(F)Br.

***

[14]
The following is a quantum chemistry calculation of a structure of composition CuIN2O6 at a distorted geometry, from OMol25.

ORCA input file:
```
! wB97M-V def2-TZVPD RIJCOSX def2/J DEFGRID3
* xyz -2 1
Cu 4.028 6.769 4.787
I 2.981 8.706 5.589
N 6.523 8.773 4.966
O 7.070 7.917 4.158
O 6.897 8.755 6.031
O 1.803 6.194 3.274
N 5.514 4.384 5.390
O 6.135 4.828 4.394
O 5.084 5.191 6.368
O 5.411 3.214 5.602
*
```

The calculation puts the LUMO energy at 2.863 eV. Its electronic energy is -2498.75020 Eh.

***

[15]
The following is a quantum chemistry calculation of a cluster of 9 separate species, C24H59F5NO9PS in total at a distorted geometry, from OMol25.

ORCA input file:
```
! wB97M-V def2-TZVPD RIJCOSX def2/J DEFGRID3
* xyz 0 1
O -2.836 0.224 -0.063
C -1.632 -0.017 -0.200
N -0.603 -0.387 0.817
C 0.802 -0.246 0.281
C 1.849 0.276 1.385
C 2.287 -0.973 2.308
F 3.565 -0.772 2.924
C 0.535 0.684 -0.982
C 1.716 1.092 -1.944
F 1.165 1.797 -3.045
F 2.498 2.054 -1.253
C 2.596 -0.108 -2.485
F 3.488 0.455 -3.438
F 3.293 -0.713 -1.440
C -0.749 -0.064 -1.559
P -0.690 -1.932 -1.896
S -1.784 -2.468 -3.423
H -0.617 0.460 1.422
H 1.283 -1.248 0.002
H 1.362 1.019 2.099
H 2.754 0.772 0.913
H 2.390 -1.933 1.694
H 1.480 -1.060 3.115
H 0.122 1.650 -0.544
H 1.927 -0.815 -3.061
H -1.231 0.363 -2.494
H 0.635 -2.450 -2.070
H -1.220 -2.596 -0.725
C 3.022 -2.494 -6.823
C 2.897 -1.699 -5.539
O 2.687 -2.575 -4.433
H 2.121 -3.088 -6.995
H 3.177 -1.834 -7.679
H 3.860 -3.195 -6.764
H 2.047 -1.016 -5.594
H 3.800 -1.110 -5.356
H 3.446 -3.168 -4.385
C 1.477 4.123 -4.868
C 0.916 4.475 -6.232
O 0.692 5.878 -6.329
H 0.789 4.436 -4.079
H 1.646 3.050 -4.782
H 2.422 4.644 -4.692
H -0.038 3.971 -6.395
H 1.607 4.173 -7.027
H 1.539 6.318 -6.194
C -4.940 -6.897 -3.200
C -4.588 -5.421 -3.181
O -3.259 -5.235 -2.711
H -4.844 -7.326 -2.200
H -5.962 -7.051 -3.554
H -4.256 -7.449 -3.851
H -5.259 -4.878 -2.514
H -4.671 -4.988 -4.183
H -2.669 -5.709 -3.309
C 0.144 -4.573 5.011
C 1.267 -3.941 4.211
O 1.252 -2.525 4.372
H -0.823 -4.181 4.688
H 0.143 -5.659 4.890
H 0.247 -4.338 6.074
H 1.149 -4.160 3.149
H 2.240 -4.321 4.537
H 1.366 -2.339 5.312
C 0.278 3.056 5.552
C 0.966 2.961 4.205
O 0.234 2.098 3.337
H 0.192 2.067 6.009
H 0.832 3.710 6.228
H -0.738 3.446 5.441
H 1.971 2.551 4.319
H 1.046 3.947 3.736
H -0.651 2.470 3.234
C -4.922 3.027 -1.821
C -5.061 3.821 -0.537
O -5.296 2.943 0.558
H -5.825 2.442 -2.010
H -4.746 3.689 -2.673
H -4.092 2.319 -1.749
H -5.904 4.511 -0.603
H -4.155 4.401 -0.336
H -4.542 2.343 0.614
C -4.773 -0.678 3.300
C -3.918 -1.848 3.725
O -3.329 -2.437 2.581
H -5.548 -1.005 2.602
H -5.253 -0.205 4.160
H -4.169 0.070 2.778
H -4.516 -2.611 4.226
H -3.129 -1.523 4.413
H -2.796 -1.759 2.145
C 5.448 3.441 3.676
C 5.319 4.239 4.959
O 5.098 3.368 6.063
H 4.545 2.851 3.499
H 5.612 4.100 2.821
H 6.281 2.736 3.740
H 4.473 4.926 4.898
H 6.226 4.823 5.147
H 5.852 2.770 6.118
*
```

The calculation puts the LUMO energy at 0.118 eV. Its electronic energy is -2920.46295 Eh. As for the SMILES: O=C1N[C@H](CCF)[C@@H](C(F)(F)C(F)F)[C@H]1[PH2]=S.CCO.CCO.CCO.CCO.CCO.CCO.CCO.CCO.